No. 1
ORCA calculation (wB97M-V/def2-TZVPD) on C21H16Cl2CsN4O3 as an isolated structure in a non-equilibrium geometry.

## Properties
energy relative to the best compared isomer or geometry (same formula, charge and spin): 33.46 kcal per mole
Kohn-Sham gap: 6.0 eV
LUMO level: 1.932 eV
total charge: -1
HOMO energy: -4.11 eV
energy: -59734.503 eV

Geometry (Å):
O  1.94712  2.15159  1.30106
N  -1.04472  2.03880  1.78475
C  -0.46771  -2.22595  -1.86440
C  -1.25341  -2.18189  -4.47774
N  -0.29852  -1.55462  0.41834
H  3.37303  3.67249  -3.06624
C  0.86113  -1.21272  3.91421
C  -0.72711  -2.85890  2.37732
C  -0.26781  -1.36715  -3.95770
C  1.25601  1.33548  1.93896
C  -0.59302  -3.10646  3.73313
Cs  0.62884  0.69729  -0.60593
C  -2.23128  2.28016  2.31536
Cl  0.42955  -2.59212  6.19226
C  -0.16788  1.81775  3.99247
H  -1.51978  -2.13143  -5.52519
H  2.16881  4.96193  -3.20454
H  2.90923  4.25989  -4.66450
O  0.43903  3.08563  -3.07029
C  0.72941  -0.92873  2.55574
H  -1.56603  2.05823  5.60780
H  2.46709  1.14241  -4.00244
H  -1.34174  -3.50703  1.77114
N  0.11672  -1.36405  -2.68909
C  -1.46620  -3.10371  -2.29847
C  -1.87464  -3.07577  -3.61393
Cl  -1.43273  -4.44624  4.44814
H  0.86909  1.24799  -4.75441
C  0.21314  -2.28913  4.49782
H  0.69505  1.64893  4.61637
C  2.54254  4.04962  -3.66231
C  1.46714  2.99216  -3.69079
H  -3.47580  2.45847  4.05539
C  -0.02666  1.78972  2.60406
H  2.26074  2.08716  -5.48093
H  1.50942  -0.59679  4.52000
O  0.80589  -3.43888  -0.36665
C  -0.07873  -1.79342  1.76234
H  -3.02879  2.48401  1.60594
C  -1.41485  2.05326  4.53566
H  -2.64141  -3.74916  -3.97374
C  -2.48058  2.28038  3.67592
N  1.47040  0.05559  1.95996
C  1.78475  1.79454  -4.54842
H  0.26401  -0.67976  -4.60401
C  0.08189  -2.43748  -0.46752
H  -1.89064  -3.80208  -1.59490

No. 2
ORCA calculation (wB97M-V/def2-TZVPD) on one molecule with the formula C21H16F3N3O3 in a non-equilibrium geometry.

## Properties
SMILES: N/C(=N\OC(=O)c1cccc(Cn2cc(C(F)(F)F)ccc2=O)c1)c1ccccc1
energy relative to the best compared isomer or geometry (same formula, charge and spin): 86.54 kcal per mole
Kohn-Sham gap: 8.3 eV
LUMO level: -0.423 eV
total charge: 0
HOMO energy: -8.68 eV
energy: -40797.898 eV

Geometry (Å):
C  0.22068  -0.34123  2.94134
F  -4.93999  -0.28294  -5.59537
H  -0.15910  -2.04407  0.68799
C  4.33405  3.28252  1.82637
C  -1.30544  -0.62823  -3.94569
C  2.83940  1.20148  1.70762
C  -3.48637  -2.06047  -2.86852
O  -0.05045  -1.22869  -2.16738
C  -3.45610  -1.28521  0.72540
O  1.40366  -0.58312  2.13465
C  -2.39682  -0.82887  -4.72568
F  -5.75773  -2.18114  -4.62756
H  1.92807  2.68684  0.59152
C  4.11004  1.85154  2.07924
H  -1.26849  -3.33787  -0.92280
H  -0.42869  -0.06987  -4.35485
H  -4.40565  -1.54057  0.32014
H  1.15059  1.17750  0.60466
H  3.55692  4.02880  1.58989
H  -2.35280  0.48283  3.33371
C  -0.98475  -0.61767  2.12346
C  -2.30390  -1.90194  0.31114
C  -3.50490  -0.44418  1.90589
C  5.58727  3.89275  2.18747
N  1.89029  1.80022  0.96749
H  5.60657  4.97864  2.19505
C  -4.90118  -1.08329  -4.47403
H  -2.45717  -0.38139  -5.75106
C  6.54914  1.76380  2.61455
H  -3.06358  -3.56230  -0.90246
H  7.70049  3.53064  2.73765
C  -1.19835  -1.28836  -2.60442
H  5.16143  0.13079  2.50755
C  -2.27131  -0.17015  2.53345
H  -4.41868  -0.05185  2.37606
C  6.69652  3.13121  2.54795
N  -2.21746  -2.02986  -2.13284
C  -1.07203  -1.51563  1.02451
H  -4.45618  -2.37815  -2.34671
C  -2.21624  -2.81787  -0.89627
O  0.20297  0.44540  3.87391
H  7.33224  0.96553  2.93115
N  2.62776  0.06322  2.23787
C  5.32603  1.10716  2.37866
F  -5.59780  -0.41779  -3.54475
C  -3.55297  -1.44817  -4.13597

No. 3
ORCA calculation (wB97M-V/def2-TZVPD) on one molecule with the formula C21H16FN3OS in a non-equilibrium geometry.

## Properties
SMILES: O=C1N=C(NCCc2ccccc2F)S/C1=C\c1ccc2ncccc2c1
energy relative to the best compared isomer or geometry (same formula, charge and spin): 8.55 kcal per mole
Kohn-Sham gap: 7.7 eV
LUMO level: -0.559 eV
total charge: 0
HOMO energy: -8.31 eV
energy: -42106.885 eV

Geometry (Å):
C  -0.34883  -2.55452  6.50564
C  0.63169  -1.61907  2.57026
H  0.96701  -1.37294  1.55936
H  -2.86529  2.01628  -3.17393
H  -1.35039  3.72731  -3.76736
H  -2.72036  -2.10832  2.11208
C  0.24698  2.57734  -4.70309
H  3.93381  1.96351  -5.57404
S  -0.50185  0.21538  0.08291
C  -1.79954  -1.56733  1.88093
C  -1.54577  0.56623  -1.28539
C  -1.85471  1.70179  -3.48861
H  -1.75415  3.00873  -5.32147
H  2.72667  -1.79869  3.26015
C  1.92926  1.57431  -6.14475
C  -2.87684  -0.73864  -0.22956
O  -3.85151  -1.46599  -0.12655
C  0.70962  -2.77761  7.43061
H  -2.06254  -2.22991  4.55860
N  -1.06193  1.39918  -2.27423
C  2.59022  2.82688  -4.16791
C  -0.72518  -1.74488  2.88842
C  1.25386  3.11596  -3.88632
F  0.92951  3.80634  -2.78564
C  -1.04673  -2.10297  4.19851
N  -2.72963  0.07145  -1.33909
H  2.87736  -2.91063  7.64857
C  1.66134  -1.91149  3.50041
C  1.30372  -2.25236  4.80042
N  2.30930  -2.49039  5.71495
C  -0.02806  -2.29667  5.16911
C  -1.76289  -0.83254  0.69748
C  0.58422  1.73486  -5.80711
H  -1.97127  0.79340  -4.10641
C  -1.21068  2.83766  -4.34315
H  -0.11770  1.79232  -2.14302
C  2.91550  2.07856  -5.29051
H  -1.36223  -2.76872  6.89208
H  -0.14615  1.26583  -6.46237
C  2.02653  -2.73921  6.98581
H  2.23601  1.04385  -7.01644
H  0.52196  -3.06529  8.48443
H  3.33967  3.23101  -3.50375

No. 4
ORCA calculation (wB97M-V/def2-TZVPD) on C21H16MnN7O4SSe as an isolated structure in a non-equilibrium geometry.

## Properties
energy relative to the best compared isomer or geometry (same formula, charge and spin): 0.00 kcal per mole
Kohn-Sham gap (spin up / spin down): 6.4 / 6.9 eV
multiplicity: 6
LUMO level (spin up / spin down): -4.695 / -4.744 eV
total charge: +1
HOMO energy (spin up / spin down): -11.14 / -11.61 eV
energy: -148151.550 eV

Geometry (Å):
O  1.00379  -0.88519  1.15532
H  5.77760  1.68042  -1.99887
H  0.96281  -2.01215  3.65215
C  -1.28315  -4.05381  -2.06435
C  -1.34270  0.54409  3.43057
C  -3.27950  -2.95068  -0.54235
H  -2.07589  -0.84230  6.47795
Mn  0.12493  -0.17536  -0.89436
N  -0.12407  -4.43790  -2.60923
C  0.44879  4.80705  -2.43508
O  -0.58020  0.58151  0.85793
C  -0.50567  -1.43278  5.14857
N  -2.23622  -2.13010  -0.77934
C  -2.47492  -4.82750  -1.89077
H  2.48923  4.67158  -1.56113
H  -1.59293  4.30432  -4.56992
C  0.09344  2.59524  -2.57219
C  3.69565  2.12852  -2.24068
C  -1.97163  0.32405  4.66083
C  4.72937  1.39038  -1.74839
H  -4.34605  -4.83369  -0.78656
H  2.91357  -0.75567  0.07646
H  0.18384  5.85438  -2.60747
C  -0.30974  -0.29033  3.06956
H  -4.07697  -2.58123  0.07421
H  -2.82836  0.87591  5.01467
O  -1.27847  -2.92731  6.71141
C  2.39022  1.88636  -1.81947
C  -1.24011  -2.67733  -1.44301
H  -2.58662  -5.86920  -2.14819
N  1.33419  2.82980  -1.98098
H  -1.77129  1.37056  2.79614
H  -2.40956  3.25062  -3.41414
S  -0.62883  1.11511  -2.84901
N  2.11095  0.79254  -1.04499
C  -1.56023  -0.59558  5.54557
C  4.46508  0.31589  -0.90989
C  3.14354  0.00540  -0.66270
H  3.90672  2.93090  -2.97622
C  -3.42756  -4.23605  -1.07828
C  0.01878  -0.23533  1.60681
H  -2.06658  4.96051  -3.07335
N  -0.36175  -2.59520  5.89669
N  -0.04338  -2.02195  -1.58407
C  0.19363  -1.29659  3.93601
C  -1.69681  4.09131  -3.52052
Se  1.05654  -3.08650  -2.63037
C  1.54167  4.23240  -1.94259
N  -0.42585  3.79606  -2.91676
O  0.67794  -3.22732  5.77763
H  5.26270  -0.35786  -0.59324

No. 5
ORCA calculation (wB97M-V/def2-TZVPD) on one molecule with the formula C21H16N4O3 in a non-equilibrium geometry.

## Properties
SMILES: O=C(O)CNC(=O)c1nc(-c2ccccc2)cc2c1ncn2-c1ccccc1
energy relative to the best compared isomer or geometry (same formula, charge and spin): 52.27 kcal per mole
Kohn-Sham gap: 8.2 eV
LUMO level: -0.713 eV
total charge: 0
HOMO energy: -8.87 eV
energy: -34137.586 eV

Geometry (Å):
H  5.02372  0.46815  -2.83064
H  -3.22441  0.91516  0.62461
C  -1.30420  -2.59768  4.54222
C  0.35404  -0.78318  1.46501
C  -3.43641  0.62244  -2.79386
H  2.33303  -2.70151  2.70434
H  -5.11535  0.46858  -3.92359
C  -0.74689  -0.46825  0.69594
H  2.59803  1.63731  -2.15100
C  3.19960  0.45478  -0.61212
C  -0.26398  -3.37476  5.02338
N  -1.44145  0.90904  -1.41477
H  1.75101  -3.96493  4.43706
C  -3.71782  0.77608  -0.37299
H  -0.40735  -4.11154  5.84048
H  -2.83213  0.53776  -3.71864
H  -1.79225  -0.82201  0.95639
H  -1.89191  -1.21529  3.04947
C  -5.63378  0.78817  -1.82958
H  -6.72738  0.69785  -1.83003
C  4.66276  1.40954  -2.61684
C  5.76132  2.26222  -2.03825
C  0.96712  -3.33227  4.24064
C  -2.83086  0.71001  -1.52052
H  -2.26562  -2.81644  4.95230
H  -1.11639  2.51947  -3.00186
C  -0.77075  1.82137  -2.20788
C  -1.01371  -1.82075  3.40371
C  -4.82427  0.54302  -2.95084
C  0.22295  -1.75249  2.67987
N  3.45448  1.22093  -1.79196
C  1.82323  0.27665  -0.04940
C  -5.05240  0.92128  -0.51628
C  0.71445  0.85836  -0.80738
C  -0.57076  0.35487  -0.45916
H  4.37927  1.88131  -3.63443
H  -5.70292  1.48541  0.24021
O  6.31877  3.08792  -2.80820
C  1.30084  -2.53174  3.13660
N  0.48784  1.73292  -1.95351
N  1.55338  -0.45766  1.09862
H  5.55052  1.25913  -0.51144
O  6.03806  2.08958  -0.69903
O  4.18856  0.04122  -0.04664

Copy entry 3 word for word.
ORCA calculation (wB97M-V/def2-TZVPD) on one molecule with the formula C21H16FN3OS in a non-equilibrium geometry.

## Properties
SMILES: O=C1N=C(NCCc2ccccc2F)S/C1=C\c1ccc2ncccc2c1
energy relative to the best compared isomer or geometry (same formula, charge and spin): 8.55 kcal per mole
Kohn-Sham gap: 7.7 eV
LUMO level: -0.559 eV
total charge: 0
HOMO energy: -8.31 eV
energy: -42106.885 eV

Geometry (Å):
C  -0.34883  -2.55452  6.50564
C  0.63169  -1.61907  2.57026
H  0.96701  -1.37294  1.55936
H  -2.86529  2.01628  -3.17393
H  -1.35039  3.72731  -3.76736
H  -2.72036  -2.10832  2.11208
C  0.24698  2.57734  -4.70309
H  3.93381  1.96351  -5.57404
S  -0.50185  0.21538  0.08291
C  -1.79954  -1.56733  1.88093
C  -1.54577  0.56623  -1.28539
C  -1.85471  1.70179  -3.48861
H  -1.75415  3.00873  -5.32147
H  2.72667  -1.79869  3.26015
C  1.92926  1.57431  -6.14475
C  -2.87684  -0.73864  -0.22956
O  -3.85151  -1.46599  -0.12655
C  0.70962  -2.77761  7.43061
H  -2.06254  -2.22991  4.55860
N  -1.06193  1.39918  -2.27423
C  2.59022  2.82688  -4.16791
C  -0.72518  -1.74488  2.88842
C  1.25386  3.11596  -3.88632
F  0.92951  3.80634  -2.78564
C  -1.04673  -2.10297  4.19851
N  -2.72963  0.07145  -1.33909
H  2.87736  -2.91063  7.64857
C  1.66134  -1.91149  3.50041
C  1.30372  -2.25236  4.80042
N  2.30930  -2.49039  5.71495
C  -0.02806  -2.29667  5.16911
C  -1.76289  -0.83254  0.69748
C  0.58422  1.73486  -5.80711
H  -1.97127  0.79340  -4.10641
C  -1.21068  2.83766  -4.34315
H  -0.11770  1.79232  -2.14302
C  2.91550  2.07856  -5.29051
H  -1.36223  -2.76872  6.89208
H  -0.14615  1.26583  -6.46237
C  2.02653  -2.73921  6.98581
H  2.23601  1.04385  -7.01644
H  0.52196  -3.06529  8.48443
H  3.33967  3.23101  -3.50375